A | The following is a quantum chemistry calculation of the ion C4H9NO with charge +1, from the Open Molecules 2025 dataset.

Spin multiplicity: 2
Molecular weight: 87.12 g/mol
<S²>: 0.754
Total charge: +1
Lowest unoccupied orbital energy (alpha / beta): -0.142 / -0.339 hartree

Geometry as XYZ:
```
15
Properties=species:S:1:pos:R:3:lowdin_spin:R:1
O -0.5879 2.8873 -0.9175 0.001
C 0.4925 2.3600 -0.7996 0.000
C 0.7928 0.9671 -0.4300 0.000
C -0.4275 0.0287 -0.2340 0.023
C -0.0514 -1.3062 0.3600 0.131
N -1.1333 -2.1021 0.8588 0.714
H 1.3303 3.0501 -0.9850 0.000
H 1.4060 0.4758 -1.1967 0.000
H 1.5003 1.0170 0.4089 0.001
H -0.8761 -0.0870 -1.2163 0.005
H -1.0481 0.5654 0.4925 0.000
H 0.5168 -1.9670 -0.3062 0.011
H 0.6668 -1.1492 1.1979 0.081
H -1.7078 -1.6922 1.6019 0.019
H -0.8734 -3.0475 1.1653 0.016
```

=====

B | The following is a quantum chemistry calculation of a cluster of 2 separate species, C4H9NO in total, from the Open Molecules 2025 dataset.

Spin multiplicity: 2
Molecular weight: 87.12 g/mol
<S²>: 0.754
Total charge: +1
Lowest unoccupied orbital energy (alpha / beta): -0.206 / -0.332 hartree

Geometry as XYZ:
```
15
Properties=species:S:1:pos:R:3:lowdin_spin:R:1
C 2.2401 1.4153 1.4494 0.000
C 0.6555 3.2064 1.0802 0.001
N 1.3891 2.2798 0.6348 0.004
H 1.8066 0.4178 1.2629 0.000
H 3.1867 1.2728 0.9257 0.000
H 2.1799 1.6479 2.5062 0.000
H -0.1499 3.5543 0.4290 0.000
H 1.0611 3.6940 1.9773 0.000
C -1.7965 -2.5325 -0.4368 0.488
C -1.4403 -2.5039 -1.7997 0.259
O -2.4450 -2.4334 -2.6245 0.195
H -1.1199 -2.2581 0.3672 0.019
H -2.8546 -2.6957 -0.2376 0.017
H -0.4407 -2.1668 -2.0662 0.009
H -2.2720 -2.8979 -3.4678 0.007
```

=====

C | The following is a quantum chemistry calculation of the ion C4H9NO with charge +1, from the Open Molecules 2025 dataset.

Spin multiplicity: 2
Molecular weight: 87.12 g/mol
<S²>: 0.755
Total charge: +1
Lowest unoccupied orbital energy (alpha / beta): -0.150 / -0.301 hartree

Geometry as XYZ:
```
15
Properties=species:S:1:pos:R:3:lowdin_spin:R:1
C -1.8599 1.3342 -0.5170 0.020
C -0.6844 0.8923 0.3893 0.062
N -0.0976 -0.3206 -0.2002 0.589
C 0.7362 -1.1912 0.5562 0.096
C 2.1440 -1.2794 -0.1162 0.039
O 3.1110 -1.1519 0.5503 0.091
H -1.4188 1.9535 -1.2949 0.000
H -2.5830 1.9051 0.0458 0.002
H -2.2574 0.4630 -1.0353 0.000
H -0.9915 0.5917 1.3895 0.003
H 0.1349 1.6234 0.4298 0.034
H 0.2473 -0.1424 -1.1471 0.014
H 0.8866 -0.8395 1.5732 0.005
H 0.4130 -2.2397 0.5531 0.038
H 2.2197 -1.5983 -1.1765 0.007
```

=====

Ranking the structures above by stability puts C first and B last.